The following is a quantum chemistry calculation of a cluster of 2 separate species, C14H20N2O in total at a distorted geometry, from the OMol25 dataset.

```
37
Properties=species:S:1:pos:R:3
C -1.853 -1.050 2.838
C -2.260 -2.149 1.807
C -3.188 0.846 2.088
C 0.512 0.388 1.689
C -0.941 0.688 1.353
O -1.185 1.160 0.262
N -1.868 0.294 2.290
H -2.413 -1.040 3.775
H -0.869 -1.250 3.258
H -2.190 -1.591 0.887
H -3.346 -2.124 1.807
H -3.950 0.054 2.096
H 1.101 0.574 0.796
H -1.555 -2.952 1.925
H -3.532 1.559 2.830
H -3.340 1.246 1.112
H 0.867 1.185 2.360
H 0.735 -0.529 2.219
C -0.846 1.164 -2.813
C 2.624 0.623 -1.570
C 1.351 0.084 -1.905
C 0.622 1.176 -2.480
C 1.473 2.216 -2.644
C 3.469 -0.138 -0.754
C 3.141 -1.455 -0.496
C 1.996 -2.034 -1.073
C 1.110 -1.298 -1.833
N 2.681 1.902 -2.032
H 4.509 0.190 -0.714
H 3.651 -2.001 0.288
H 3.518 2.445 -2.127
H 1.913 -3.108 -0.952
H 1.206 3.188 -3.022
H 0.435 -1.713 -2.570
H -0.920 0.405 -3.598
H -1.272 2.087 -3.205
H -1.385 0.961 -1.894
```

**E_HOMO**: -7.6 eV
**Kohn-Sham gap**: 8.5551 eV
**E_LUMO**: 0.954 eV
**Energy relative to the best compared isomer or geometry (same formula, charge and spin)**: 225.9 kJ/mol
**SMILES**: Cc1c[nH]c2ccccc12.CCN(C)C(C)=O
**Electronic energy**: -730.16689 a.u.